This record from OMol25 describes a structure of composition C10H13ClO3Pd at a distorted geometry. The level of theory is wB97M-V/def2-TZVPD.

Output
- orbital gap (spin up / spin down) (eV) = 8.7 / 5.8
- HOMO energy (spin up / spin down) (eV) = -16.4 / -17.8
- net charge = +2
- energy above the lowest of the compared OMol25 structures with the same formula, charge and spin (kJ/mol) = 0.0
- LUMO energy (spin up / spin down) (eV) = -7.7 / -12.0
- spin multiplicity = 5

Element x y z (Å)
Cl: -3.388 0.236 -1.222
C: 0.490 -2.289 -1.560
C: 1.645 -1.545 -1.134
C: 1.488 -0.202 -1.544
H: 2.521 -1.974 -0.645
C: 0.234 -0.068 -2.222
C: -0.373 -1.384 -2.274
H: -1.274 -1.627 -2.829
H: 0.319 -3.356 -1.420
H: 2.218 0.608 -1.454
C: -0.282 1.156 -2.875
Pd: -0.695 -0.878 -0.135
C: -0.126 -1.918 1.424
C: -2.712 -0.692 0.183
O: 0.276 -2.475 2.347
O: -3.431 -1.035 1.068
H: 0.057 2.039 -2.324
H: -1.373 1.153 -2.915
H: 0.093 1.242 -3.902
C: 0.888 1.369 3.410
C: -0.125 1.580 2.307
O: 0.303 1.110 1.008
H: 1.247 0.336 3.441
H: 0.424 1.596 4.372
H: 1.742 2.044 3.305
H: -1.057 1.045 2.520
H: -0.364 2.642 2.178
H: 1.253 1.286 0.892

This record from OMol25 describes a structure of composition C28H64As2F12N3O2 at a distorted geometry. The level of theory is wB97M-V/def2-TZVPD.

Output
- orbital gap (eV) = 10.4
- HOMO energy (eV) = -12.2
- net charge = +1
- LUMO energy (eV) = -1.8
- spin multiplicity = 1

Element x y z (Å)
C: -7.167 -21.823 4.459
C: -7.611 -20.513 3.767
C: -8.275 -19.429 4.654
C: -7.260 -18.943 5.706
N: -7.780 -17.831 6.664
C: -7.991 -16.439 6.034
C: -6.626 -15.892 5.793
C: -5.876 -16.395 7.021
C: -6.844 -17.418 7.751
C: -9.099 -18.296 7.281
C: -8.824 -19.511 8.216
C: -10.128 -19.898 8.836
H: -7.032 -22.534 3.651
H: -7.827 -22.208 5.177
H: -6.220 -21.698 4.949
H: -8.312 -20.669 2.917
H: -6.801 -19.998 3.316
H: -9.263 -19.710 5.124
H: -8.578 -18.526 3.995
H: -6.355 -18.570 5.240
H: -6.833 -19.643 6.516
H: -8.628 -15.831 6.718
H: -8.592 -16.649 5.129
H: -6.602 -14.774 5.833
H: -6.120 -16.156 4.864
H: -5.630 -15.569 7.696
H: -4.936 -16.881 6.757
H: -7.534 -16.915 8.478
H: -6.279 -18.277 8.147
H: -9.898 -18.487 6.585
H: -9.279 -17.457 7.963
H: -8.093 -19.290 8.958
H: -8.496 -20.343 7.635
H: -10.941 -20.009 8.126
H: -10.446 -19.327 9.679
H: -10.033 -20.897 9.301
C: -14.022 -22.589 1.209
C: -15.271 -22.113 0.454
C: -16.340 -21.567 1.393
C: -15.993 -20.347 2.159
N: -16.951 -19.894 3.171
C: -18.271 -19.448 2.570
C: -18.832 -18.334 3.461
C: -17.629 -17.569 3.894
C: -16.520 -18.614 3.887
C: -17.173 -20.951 4.204
C: -15.975 -21.640 4.784
C: -16.395 -22.485 5.939
H: -13.579 -21.668 1.554
H: -13.303 -23.158 0.571
H: -14.331 -23.235 2.007
H: -15.821 -22.858 -0.082
H: -14.987 -21.248 -0.225
H: -16.708 -22.368 2.019
H: -17.160 -21.431 0.664
H: -15.852 -19.558 1.456
H: -15.047 -20.506 2.713
H: -18.984 -20.272 2.467
H: -18.005 -19.008 1.602
H: -19.339 -18.737 4.336
H: -19.587 -17.738 2.986
H: -17.701 -17.083 4.873
H: -17.331 -16.874 3.131
H: -16.088 -18.885 4.856
H: -15.759 -18.162 3.243
H: -17.886 -21.735 3.889
H: -17.761 -20.441 5.002
H: -15.101 -20.985 5.053
H: -15.547 -22.246 4.045
H: -16.903 -21.922 6.753
H: -15.418 -22.806 6.245
H: -17.053 -23.330 5.749
C: -13.248 -19.086 -1.679
O: -12.521 -18.063 -1.065
C: -12.161 -18.310 0.260
C: -11.762 -16.996 0.799
N: -12.936 -16.043 0.850
H: -13.593 -16.140 0.061
H: -13.407 -16.255 1.755
C: -12.427 -14.613 0.825
C: -12.551 -14.059 2.224
O: -11.855 -14.893 3.145
C: -12.310 -14.804 4.449
H: -14.247 -19.099 -1.294
H: -12.748 -20.059 -1.547
H: -13.158 -18.812 -2.725
H: -11.313 -18.966 0.373
H: -12.929 -18.821 0.950
H: -11.083 -16.401 0.104
H: -11.338 -17.022 1.809
H: -13.027 -13.983 0.160
H: -11.404 -14.627 0.467
H: -13.627 -13.866 2.526
H: -12.175 -13.043 2.226
H: -11.748 -15.556 4.944
H: -13.391 -15.174 4.430
H: -12.307 -13.837 4.982
As: -16.562 -16.398 0.122
F: -15.113 -15.878 -0.718
F: -17.486 -15.922 -1.261
F: -18.011 -16.841 0.978
F: -15.534 -16.834 1.512
F: -16.577 -14.827 0.841
F: -16.358 -18.029 -0.434
As: -12.196 -19.134 4.507
F: -13.133 -20.392 3.746
F: -11.281 -20.332 5.544
F: -11.322 -17.876 5.370
F: -12.967 -17.883 3.550
F: -13.352 -18.933 5.748
F: -10.973 -19.304 3.270

This record from OMol25 describes an isolated molecule of C7H12O3S at a distorted geometry. The level of theory is wB97M-V/def2-TZVPD.

Output
- orbital gap (eV) = 9.8
- HOMO energy (eV) = -9.1
- energy above the lowest of the compared OMol25 structures with the same formula, charge and spin (kJ/mol) = 267.7
- LUMO energy (eV) = 0.6
- spin multiplicity = 1

Element x y z (Å)
C: 0.761 0.428 1.582
C: -1.093 1.419 0.112
C: 1.361 0.520 -1.514
C: 0.553 -0.497 0.363
C: -0.564 0.101 -0.536
C: 0.553 -1.966 0.759
C: -1.813 -0.882 -0.656
O: 1.166 2.807 0.326
O: 1.660 -0.421 -0.539
O: -0.012 0.331 -1.780
S: 0.147 2.183 1.185
H: -0.020 0.078 2.338
H: 1.791 0.618 1.761
H: -1.413 2.009 -0.616
H: -2.068 1.112 0.681
H: 1.500 1.660 -1.270
H: 2.029 0.336 -2.248
H: 0.076 -2.370 -0.103
H: 0.072 -2.033 1.647
H: 1.560 -2.117 0.813
H: -1.604 -1.413 -1.691
H: -2.842 -0.413 -0.747
H: -1.800 -1.490 0.134

This record from OMol25 describes a structure of composition C4H3I at a distorted geometry. The level of theory is wB97M-V/def2-TZVPD.

Output
- orbital gap (eV) = 8.7
- HOMO energy (eV) = -8.9
- energy above the lowest of the compared OMol25 structures with the same formula, charge and spin (kJ/mol) = 305.5
- LUMO energy (eV) = -0.2
- spin multiplicity = 1

Element x y z (Å)
C: 1.315 -0.635 -0.078
C: 0.607 0.173 -0.821
C: -0.174 -0.362 0.841
C: -0.423 0.838 0.055
I: -2.397 0.797 -0.931
H: 2.069 -1.348 -0.027
H: -0.778 -1.286 0.734
H: -0.220 1.823 0.226

This record from OMol25 describes a cluster of 6 separate species, C22H44B3IO14S5 in total at a distorted geometry. The level of theory is wB97M-V/def2-TZVPD.

Output
- orbital gap (eV) = 9.6
- HOMO energy (eV) = -9.7
- SMILES = O=C(I)CB1OBOBO1.O=S1(=O)CCCC1.O=S1(=O)CCCC1.O=S1(=O)CCCC1.O=S1(=O)CCCC1.O=S1(=O)CCCC1
- LUMO energy (eV) = -0.1
- spin multiplicity = 1

Element x y z (Å)
O: 4.741 -0.709 -2.563
C: 3.590 -1.116 -3.152
I: 1.802 0.186 -3.275
C: 3.597 -2.649 -3.820
B: 3.961 -2.406 -5.433
O: 3.185 -2.988 -6.560
B: 3.139 -1.859 -7.554
O: 4.438 -1.630 -8.279
B: 5.474 -1.601 -7.187
O: 5.111 -1.510 -5.744
H: 4.412 -3.342 -3.336
H: 2.524 -3.146 -3.671
H: 2.184 -1.174 -7.716
H: 6.606 -1.657 -7.576
O: 1.110 3.367 -3.371
S: 0.276 4.501 -3.033
O: -0.488 5.226 -4.029
C: -0.815 4.026 -1.707
C: -0.026 4.336 -0.443
C: 0.630 5.694 -0.687
C: 1.250 5.659 -2.083
H: -1.079 2.971 -1.800
H: -1.713 4.647 -1.773
H: -0.672 4.350 0.440
H: 0.747 3.574 -0.286
H: -0.132 6.481 -0.641
H: 1.384 5.921 0.074
H: 1.216 6.641 -2.562
H: 2.280 5.293 -2.055
O: -2.404 2.528 0.140
S: -2.454 2.543 1.587
O: -1.489 3.267 2.389
C: -4.095 3.026 2.089
C: -4.866 1.717 2.160
C: -3.927 0.718 2.833
C: -2.557 0.858 2.170
H: -4.513 3.733 1.371
H: -4.019 3.492 3.076
H: -5.802 1.832 2.715
H: -5.112 1.370 1.149
H: -3.846 0.956 3.901
H: -4.301 -0.307 2.753
H: -1.746 0.668 2.878
H: -2.461 0.194 1.307
O: 0.276 2.927 5.534
S: 1.036 2.238 4.512
O: 0.406 1.400 3.511
C: 2.084 3.423 3.692
C: 3.361 3.429 4.518
C: 3.657 1.964 4.834
C: 2.352 1.323 5.301
H: 1.591 4.396 3.656
H: 2.272 3.058 2.678
H: 4.186 3.903 3.979
H: 3.203 3.984 5.451
H: 4.013 1.460 3.927
H: 4.440 1.864 5.593
H: 2.291 0.272 5.005
H: 2.226 1.413 6.383
O: -0.921 -6.725 -5.327
S: 0.316 -7.036 -6.012
O: 1.379 -7.796 -5.386
C: -0.080 -7.787 -7.580
C: -0.216 -6.611 -8.535
C: 0.941 -5.670 -8.202
C: 0.990 -5.524 -6.682
H: -0.994 -8.376 -7.491
H: 0.758 -8.430 -7.864
H: -0.187 -6.936 -9.579
H: -1.170 -6.097 -8.366
H: 1.881 -6.107 -8.561
H: 0.825 -4.697 -8.689
H: 2.014 -5.392 -6.323
H: 0.366 -4.693 -6.340
O: -4.331 -1.054 5.122
S: -4.494 -0.969 6.558
O: -5.796 -1.002 7.193
C: -3.453 -2.198 7.318
C: -2.119 -1.493 7.512
C: -2.460 -0.095 8.025
C: -3.587 0.452 7.149
H: -3.384 -3.079 6.677
H: -3.900 -2.467 8.280
H: -1.475 -2.035 8.211
H: -1.591 -1.417 6.554
H: -2.801 -0.160 9.065
H: -1.589 0.567 8.006
H: -4.258 1.101 7.717
H: -3.195 0.989 6.281

This record from OMol25 describes the ion C7H14N with charge +1 at a distorted geometry. The level of theory is wB97M-V/def2-TZVPD.

Output
- orbital gap (eV) = 11.5
- HOMO energy (eV) = -14.5
- SMILES = C[N@H+]1C=CC(C)(C)C1
- net charge = +1
- energy above the lowest of the compared OMol25 structures with the same formula, charge and spin (kJ/mol) = 150.4
- LUMO energy (eV) = -3.0
- spin multiplicity = 1

Element x y z (Å)
C: 0.497 -1.020 2.370
N: -0.155 0.098 1.660
C: 0.893 0.931 1.061
C: 0.994 0.912 -0.238
C: -0.044 0.155 -0.963
C: 0.166 -0.959 -1.913
C: -0.801 1.281 -1.676
C: -0.848 -0.386 0.368
H: 1.041 -1.624 1.691
H: 1.197 -0.829 3.147
H: -0.239 -1.614 2.958
H: -0.633 0.716 2.314
H: 1.435 1.451 1.747
H: 1.682 1.393 -0.935
H: -0.832 -1.468 -2.127
H: 0.783 -1.795 -1.557
H: 0.357 -0.562 -2.862
H: -0.319 1.283 -2.734
H: -0.644 2.265 -1.147
H: -1.889 1.138 -1.692
H: -1.848 0.029 0.160
H: -0.795 -1.395 0.368

- What is the formula in the fifth record?
  C22H44B3IO14S5

Please write out number 6 again, unchanged.
This record from OMol25 describes the ion C7H14N with charge +1 at a distorted geometry. The level of theory is wB97M-V/def2-TZVPD.

Output
- orbital gap (eV) = 11.5
- HOMO energy (eV) = -14.5
- SMILES = C[N@H+]1C=CC(C)(C)C1
- net charge = +1
- energy above the lowest of the compared OMol25 structures with the same formula, charge and spin (kJ/mol) = 150.4
- LUMO energy (eV) = -3.0
- spin multiplicity = 1

Element x y z (Å)
C: 0.497 -1.020 2.370
N: -0.155 0.098 1.660
C: 0.893 0.931 1.061
C: 0.994 0.912 -0.238
C: -0.044 0.155 -0.963
C: 0.166 -0.959 -1.913
C: -0.801 1.281 -1.676
C: -0.848 -0.386 0.368
H: 1.041 -1.624 1.691
H: 1.197 -0.829 3.147
H: -0.239 -1.614 2.958
H: -0.633 0.716 2.314
H: 1.435 1.451 1.747
H: 1.682 1.393 -0.935
H: -0.832 -1.468 -2.127
H: 0.783 -1.795 -1.557
H: 0.357 -0.562 -2.862
H: -0.319 1.283 -2.734
H: -0.644 2.265 -1.147
H: -1.889 1.138 -1.692
H: -1.848 0.029 0.160
H: -0.795 -1.395 0.368

- Which value of spin multiplicity does entry 3 give?
  1

- Which formula does entry 1 have?
  C10H13ClO3Pd